(1)
Formula: C25H26N
Source: OMol25
Level of theory: ωB97M-V with the def2-TZVPD basis set

HOMO-LUMO gap = 6.113 eV
energy relative to the best compared isomer or geometry (same formula, charge and spin) = 1.113 eV
2S+1 = 1
total charge = +1
LUMO energy = -5.49 eV
highest occupied orbital energy = -11.61 eV
calculated total energy = -1022.7131 Ha

Positions of all 52 atoms, in Å:
N1 -0.984 -0.030 -1.396
C1 1.339 -2.600 0.693
C2 -1.896 1.288 3.200
C3 -3.204 1.145 -2.129
C4 -3.996 -0.133 -1.824
C5 -1.735 -1.333 -1.445
C6 0.669 -0.050 0.765
C7 -0.136 -0.854 2.891
C8 2.331 -3.497 0.278
C9 3.521 -3.043 -0.311
C10 -1.192 1.146 1.999
C11 3.509 2.920 -0.184
C12 1.510 1.116 0.521
C13 0.150 0.003 -2.340
C14 3.754 -1.667 -0.426
C15 2.335 3.371 0.428
C16 2.765 -0.780 -0.040
C17 -3.133 -1.356 -2.100
C18 3.751 1.556 -0.396
C19 1.353 2.461 0.828
C20 -0.319 0.043 1.819
C21 1.502 -1.234 0.471
C22 -1.655 0.395 4.260
C23 2.766 0.666 -0.016
C24 -1.812 1.228 -1.472
C25 -0.801 -0.695 4.092
H1 -4.329 -0.128 -0.776
H2 4.656 1.170 -0.849
H3 -0.606 -1.416 4.889
H4 0.584 -1.667 2.781
H5 -2.976 -1.450 -3.183
H6 -1.733 -1.786 -0.427
H7 0.287 -0.980 -2.813
H8 -1.859 1.671 -0.454
H9 1.074 0.256 -1.788
H10 -1.172 -2.041 -2.082
H11 2.185 4.430 0.639
H12 -4.903 -0.162 -2.451
H13 -1.257 1.954 -2.092
H14 -1.348 1.847 1.164
H15 4.270 -3.744 -0.679
H16 -3.674 -2.261 -1.812
H17 -3.807 2.020 -1.864
H18 0.001 0.691 -3.215
H19 4.257 3.647 -0.484
H20 4.663 -1.246 -0.842
H21 -2.136 0.578 5.228
H22 0.458 2.793 1.331
H23 0.417 -3.007 1.111
H24 2.206 -4.569 0.414
H25 -2.603 2.113 3.305
H26 -3.048 1.221 -3.215

(2)
Formula: C5H6N2O
Source: OMol25
Level of theory: ωB97M-V with the def2-TZVPD basis set

HOMO-LUMO gap = 8.929 eV
structure (SMILES) = O/N=C1/C=C[C@@H]2N[C@H]12
energy relative to the best compared isomer or geometry (same formula, charge and spin) = 6.204 eV
2S+1 = 1
LUMO energy = 0.22 eV
highest occupied orbital energy = -8.71 eV
calculated total energy = -378.6430 Ha

Positions of all 14 atoms, in Å:
O1 -1.919 -1.795 0.775
N1 -0.709 -1.356 1.381
N2 -0.625 1.566 -0.610
C1 1.468 0.886 -0.159
C2 -0.124 -0.560 0.644
C3 1.210 -0.080 0.671
C4 -0.716 0.059 -0.544
C5 0.303 0.891 -1.267
H1 0.720 1.032 -2.316
H2 -1.355 -0.443 -1.268
H3 2.562 0.835 -0.680
H4 -0.461 2.052 0.403
H5 -2.101 -2.523 1.519
H6 1.747 -0.565 1.450

(3)
Formula: C17H35O13
Source: OMol25
Level of theory: ωB97M-V with the def2-TZVPD basis set

HOMO-LUMO gap (spin up / spin down) = 10.681 / 8.976 eV
2S+1 = 2
LUMO energy (spin up / spin down) = 0.49 / -0.55 eV
highest occupied orbital energy (spin up / spin down) = -10.19 / -9.53 eV
calculated total energy = -1646.7137 Ha

Positions of all 65 atoms, in Å:
O1 -2.156 -0.926 -3.520
O2 2.571 2.934 2.646
O3 -2.674 -3.194 -3.901
O4 0.836 -1.751 -1.344
O5 -2.182 3.982 0.941
O6 -1.940 -1.825 -5.601
O7 0.221 3.557 -1.580
O8 -1.924 2.232 2.494
O9 3.528 0.884 2.157
O10 2.732 2.190 0.496
O11 -3.583 3.769 2.764
O12 1.933 -3.781 -0.876
O13 0.295 -2.874 0.465
C1 1.688 -1.445 -2.533
C2 -2.561 -0.989 -2.196
C3 2.333 4.047 4.737
C4 -2.288 -2.099 -4.341
C5 -1.986 -2.697 -6.658
C6 2.927 1.995 1.703
C7 -0.250 0.523 2.643
C8 3.863 -0.245 1.298
C9 -2.501 3.358 1.972
C10 -0.032 2.183 -1.566
C11 0.238 -3.922 1.360
C12 2.527 2.640 4.056
C13 1.095 -2.923 -0.642
C14 -0.734 1.691 1.859
C15 -1.765 -1.843 -7.938
C16 -3.839 3.285 4.068
C17 1.298 -4.115 2.409
H1 -1.125 0.159 3.183
H2 0.268 -4.823 0.748
H3 1.401 -3.156 2.918
H4 0.017 2.478 1.787
H5 -0.928 -1.152 -7.841
H6 -3.143 3.750 4.766
H7 0.375 0.718 3.515
H8 -1.485 -2.585 -8.686
H9 1.736 1.974 4.400
H10 3.492 2.215 4.333
H11 3.674 -1.200 1.789
H12 1.346 4.366 4.401
H13 -1.069 1.375 0.871
H14 0.064 -0.274 1.970
H15 0.878 -4.793 3.152
H16 3.080 -0.251 0.540
H17 2.467 -2.179 -2.739
H18 2.307 -4.315 2.047
H19 -2.935 -3.225 -6.752
H20 0.216 1.677 -2.499
H21 2.250 3.929 5.817
H22 -3.221 -1.807 -1.906
H23 2.154 -0.463 -2.444
H24 -3.853 2.202 4.188
H25 0.641 1.724 -0.842
H26 -1.600 -1.093 -1.693
H27 -2.868 0.041 -2.013
H28 3.032 4.799 4.370
H29 0.916 -1.441 -3.302
H30 -1.072 2.007 -1.294
H31 -2.660 -1.498 -8.456
H32 -1.261 -3.502 -6.541
H33 -0.731 -3.808 1.846
H34 4.830 -0.144 0.806
H35 -4.860 3.648 4.188